(1)
7
Properties=species:S:1:pos:R:3:forces:R:3:nbo_charge:R:1 method="wB97M-V/def2-TZVPD" lumo_ev=-5.6 gap_ha=0.4686 total_charge=+1 energy_ha=-132.996338 relative_energy_kj_mol=49.4 smiles=C#[N+]C homo_energy_ev=-18.4
C -1.630 0.010 -0.073 6.001 0.292 1.211 0.487
C 0.797 0.026 -0.021 7.813 0.808 3.506 -0.526
N -0.487 0.047 0.106 -7.861 -0.078 -1.034 -0.133
H -2.620 -0.099 0.050 -3.441 -0.206 0.016 0.277
H 1.174 -0.285 -0.907 0.312 -1.001 -3.401 0.286
H 1.381 0.970 0.176 -1.346 -0.318 -0.054 0.303
H 1.385 -0.669 0.669 -1.478 0.504 -0.244 0.306

(2)
48
Properties=species:S:1:pos:R:3:forces:R:3:nbo_charge:R:1 method="wB97M-V/def2-TZVPD" lumo_ev=-0.3 gap_ha=0.2184 total_charge=0 energy_ha=-6693.360786 homo_energy_ev=-6.3
C -6.214 1.118 2.539 0.350 -0.749 -0.302 -0.256
O -5.714 -0.082 1.900 0.274 0.460 0.303 -0.494
C -4.441 -0.493 2.165 0.462 0.433 0.066 0.330
C -3.537 0.193 3.006 -0.797 -0.425 -0.441 -0.327
C -2.274 -0.348 3.223 0.143 -0.256 0.480 -0.098
C -1.854 -1.534 2.581 0.256 -0.439 0.258 -0.145
C -0.425 -2.082 2.562 0.887 0.693 -0.445 0.006
C 0.579 -0.947 2.439 -0.038 -0.495 -0.114 -0.170
C 1.888 -1.385 2.216 1.007 -0.188 -0.320 -0.263
C 2.964 -0.538 2.077 -0.808 1.056 0.297 -0.201
Br 4.719 -1.202 1.796 -0.213 -0.034 0.091 0.032
C 2.815 0.941 2.161 0.082 0.056 -0.228 0.390
O 3.771 1.727 2.186 -0.550 -0.505 -0.113 -0.647
C 1.390 1.366 2.142 0.986 -1.645 0.124 -0.200
Br 1.064 3.195 1.735 -0.071 -0.362 0.311 0.044
C 0.364 0.458 2.348 -0.066 0.985 -0.161 -0.229
C -2.766 -2.178 1.747 0.393 -0.278 0.148 -0.164
C -4.015 -1.659 1.520 -1.100 0.021 -0.241 -0.271
H -7.207 1.233 2.110 0.054 0.158 0.150 0.207
H -6.272 0.975 3.622 -0.031 0.015 -0.096 0.182
H -5.594 1.994 2.319 -0.077 -0.175 -0.093 0.185
H -3.851 1.144 3.447 0.351 -0.477 0.064 0.226
H -1.645 0.187 3.944 -0.070 -0.449 -0.433 0.227
H -0.273 -2.838 1.669 -0.486 1.269 1.916 0.219
H 2.079 -2.466 2.134 -0.126 0.547 -0.206 0.199
H -0.603 0.970 2.400 0.262 -0.745 -0.205 0.222
H -2.475 -3.137 1.296 -0.152 0.544 -0.068 0.207
H -4.709 -2.143 0.829 0.180 0.099 0.300 0.228
C 3.489 -7.033 6.629 0.648 0.780 -0.391 -0.199
C 2.212 -6.593 6.260 -1.150 -0.751 0.317 -0.252
C 2.032 -5.448 5.486 0.621 1.385 -0.363 0.211
C 3.175 -4.681 5.170 -0.703 -0.449 0.391 -0.235
C 4.452 -5.127 5.480 0.588 -0.002 0.220 -0.200
C 4.629 -6.301 6.233 -1.019 0.260 -0.385 -0.198
S 2.749 -3.118 4.484 -0.178 0.236 -0.606 0.537
C 1.071 -3.561 4.371 -0.754 -0.603 -0.104 0.332
N -0.082 -3.041 3.874 0.871 -0.295 0.011 -0.397
C -1.129 -4.043 4.139 -0.538 0.074 -0.039 -0.229
C -0.538 -5.164 4.980 0.412 -0.401 0.497 -0.219
N 0.877 -4.778 4.969 0.490 -0.695 0.561 -0.386
H 3.652 -7.934 7.224 -0.408 0.306 -0.172 0.231
H 1.331 -7.151 6.626 0.534 0.272 -0.383 0.225
H 5.317 -4.549 5.137 -0.310 -0.174 0.289 0.240
H 5.627 -6.625 6.519 -0.222 0.042 -0.151 0.231
H -1.936 -3.582 4.685 -0.382 0.271 -0.089 0.227
H -1.507 -4.425 3.200 -0.154 0.008 -0.302 0.210
H -0.941 -5.176 6.006 0.282 0.167 -0.268 0.211
H -0.704 -6.178 4.579 0.273 0.454 -0.072 0.221

(3)
48
Properties=species:S:1:pos:R:3:forces:R:3:nbo_charge:R:1 method="wB97M-V/def2-TZVPD" lumo_ev=0.5 gap_ha=0.3055 total_charge=0 energy_ha=-1617.107150 relative_energy_kj_mol=62.8 smiles="CCn1c(SCc2nc3cc(OC)c(OC)cc3c(=O)[nH]2)nc2ccccc21" homo_energy_ev=-7.8
C 1.685 4.611 1.557 -0.084 0.059 -0.225 -0.613
H 2.081 5.586 1.827 0.053 0.102 0.087 0.215
H 0.915 4.332 2.274 -0.041 -0.014 0.079 0.214
H 2.489 3.881 1.610 0.069 -0.062 0.008 0.215
C 1.106 4.657 0.145 0.239 0.278 0.372 -0.207
N 0.548 3.386 -0.234 -0.130 -0.226 -0.152 -0.367
C 1.163 2.383 -0.927 0.018 -0.257 -0.169 0.224
N 0.426 1.326 -1.102 0.013 0.066 -0.290 -0.502
C -0.750 1.593 -0.457 -0.040 0.698 0.379 0.166
C -1.878 0.799 -0.289 0.024 0.108 0.030 -0.217
C -2.931 1.338 0.419 -0.114 -0.187 -0.038 -0.228
C -2.875 2.629 0.949 -0.023 0.139 0.077 -0.213
C -1.762 3.431 0.797 0.005 0.192 0.053 -0.241
C -0.695 2.896 0.093 -0.339 -0.560 -0.132 0.093
H -1.726 4.426 1.214 -0.026 0.099 0.065 0.213
H -3.726 3.008 1.495 -0.059 0.037 0.045 0.213
H -3.824 0.751 0.572 -0.077 -0.054 0.011 0.214
H -1.910 -0.197 -0.700 -0.008 -0.166 -0.060 0.228
S 2.804 2.520 -1.515 0.351 -0.003 -0.249 0.224
C 3.504 0.922 -0.915 -0.115 0.512 0.117 -0.541
C 2.524 -0.192 -1.041 0.129 -0.479 0.279 0.470
N 2.050 -0.709 0.035 0.582 0.407 0.195 -0.485
C 1.068 -1.656 -0.096 -0.351 -0.343 -0.712 0.162
C 0.476 -2.171 1.064 -0.194 -0.176 0.115 -0.300
C -0.553 -3.083 0.982 -0.041 -0.050 0.028 0.300
C -1.016 -3.521 -0.293 -0.002 0.004 -0.100 0.262
C -0.430 -3.019 -1.433 -0.181 -0.170 0.091 -0.271
C 0.610 -2.088 -1.349 0.057 0.127 0.549 -0.146
C 1.206 -1.544 -2.559 0.204 0.152 0.022 0.652
O 0.932 -1.844 -3.703 -0.151 -0.080 -0.186 -0.614
N 2.191 -0.598 -2.296 0.193 -0.120 -0.091 -0.595
H 2.574 -0.115 -3.101 -0.128 -0.075 0.108 0.421
H -0.747 -3.315 -2.420 -0.081 -0.079 -0.071 0.244
O -2.031 -4.423 -0.262 0.190 0.178 0.289 -0.480
C -2.527 -4.902 -1.489 -0.069 -0.068 -0.193 -0.251
H -1.750 -5.416 -2.063 -0.018 0.033 0.014 0.179
H -3.314 -5.608 -1.231 0.049 0.044 -0.066 0.200
H -2.948 -4.093 -2.095 0.032 -0.018 0.014 0.178
O -1.199 -3.627 2.042 0.003 -0.016 -0.483 -0.474
C -0.809 -3.235 3.335 0.089 0.096 0.250 -0.252
H -0.949 -2.159 3.486 0.015 -0.040 -0.016 0.180
H 0.234 -3.497 3.537 -0.036 0.021 -0.019 0.178
H -1.458 -3.783 4.016 0.071 0.062 -0.015 0.201
H 0.846 -1.813 2.009 0.011 0.024 0.131 0.233
H 3.780 1.048 0.131 -0.015 -0.206 -0.120 0.253
H 4.391 0.767 -1.528 0.013 0.012 0.007 0.239
H 1.889 4.912 -0.574 -0.186 0.051 0.074 0.219
H 0.315 5.410 0.083 0.100 -0.052 -0.100 0.208

(4)
71
Properties=species:S:1:pos:R:3:forces:R:3:nbo_charge:R:1 method="wB97M-V/def2-TZVPD" lumo_ev=0.6 gap_ha=0.2784 total_charge=0 energy_ha=-1566.597449 relative_energy_kj_mol=111.1 smiles="COc1ccc(-c2c(C)nn3c(N4CCC(C(=O)NCCN(C)C)CC4)cc(C)nc23)cc1OC" homo_energy_ev=-7.0
C 5.847 -6.645 -4.255 0.220 0.049 -0.078 -0.249
O 4.543 -6.778 -3.757 -0.424 0.155 0.202 -0.486
C 3.926 -5.664 -3.258 -0.032 -0.187 -0.046 0.239
C 4.481 -4.398 -3.206 0.150 -0.312 -0.105 -0.294
C 3.772 -3.329 -2.678 -0.272 0.064 0.102 -0.214
C 2.489 -3.507 -2.181 0.275 -0.159 -0.158 -0.054
C 1.921 -4.784 -2.243 0.066 -0.270 -0.006 -0.301
C 2.613 -5.853 -2.775 0.129 -0.190 -0.092 0.335
O 2.123 -7.124 -2.878 0.420 0.283 -0.087 -0.499
C 0.804 -7.354 -2.455 -0.235 -0.024 0.087 -0.250
H 0.684 -7.168 -1.383 -0.005 0.009 -0.045 0.174
H 0.608 -8.406 -2.663 -0.032 0.078 0.035 0.196
H 0.090 -6.734 -3.008 0.021 -0.007 0.032 0.177
H 0.917 -4.904 -1.874 -0.044 -0.136 -0.009 0.245
C 1.709 -2.419 -1.613 -0.477 0.332 0.148 -0.148
C 0.312 -2.363 -1.537 0.504 0.496 0.108 0.345
N -0.622 -3.228 -1.925 -0.384 -0.552 -0.275 -0.502
C -1.875 -2.896 -1.727 0.211 0.072 0.052 0.292
C -2.252 -1.684 -1.127 0.036 0.094 0.053 -0.419
C -1.295 -0.774 -0.698 -0.507 0.009 0.019 0.471
N -1.578 0.389 -0.059 0.264 -0.291 0.025 -0.409
C -2.897 0.667 0.467 -0.304 -0.088 0.235 -0.209
H -3.438 1.342 -0.213 -0.013 -0.101 -0.018 0.180
C -2.793 1.305 1.852 -0.004 0.176 -0.174 -0.387
H -2.336 0.603 2.550 -0.053 -0.013 0.010 0.229
H -3.795 1.535 2.218 -0.025 -0.050 0.025 0.217
C -1.942 2.571 1.814 0.059 -0.350 0.378 -0.312
C -1.764 3.140 3.220 -0.004 0.108 -0.594 0.690
O -1.901 2.480 4.229 -0.097 -0.331 0.319 -0.635
N -1.380 4.434 3.232 0.099 0.446 0.025 -0.622
H -1.389 4.985 2.387 -0.110 -0.141 -0.044 0.407
C -1.230 5.200 4.446 -0.100 0.104 0.158 -0.234
H -0.190 5.526 4.549 -0.073 -0.026 0.103 0.186
H -1.474 4.541 5.282 0.097 0.109 -0.053 0.243
C -2.178 6.402 4.420 0.183 -0.240 -0.055 -0.226
N -2.001 7.175 3.198 -0.061 0.000 0.067 -0.455
C -3.174 7.968 2.887 0.014 -0.049 -0.052 -0.406
H -3.014 8.479 1.939 -0.063 0.059 -0.023 0.200
H -3.396 8.723 3.656 -0.007 0.032 0.026 0.165
H -4.037 7.311 2.785 -0.060 0.032 -0.006 0.201
C -0.817 8.010 3.245 -0.016 -0.051 -0.046 -0.417
H -0.870 8.771 4.039 0.002 0.016 0.028 0.167
H 0.063 7.393 3.415 0.109 0.043 0.010 0.199
H -0.701 8.516 2.288 0.074 0.040 -0.004 0.203
H -2.025 7.013 5.325 -0.051 0.018 -0.027 0.174
H -3.204 6.026 4.433 0.028 0.013 0.035 0.202
H -2.421 3.324 1.178 0.027 0.015 -0.010 0.202
C -0.573 2.211 1.232 -0.180 0.079 -0.315 -0.394
H -0.073 1.505 1.897 0.070 -0.024 0.041 0.222
C -0.741 1.568 -0.143 0.504 0.442 0.008 -0.237
H -1.215 2.288 -0.827 -0.001 -0.020 0.009 0.170
H 0.235 1.282 -0.533 -0.327 0.243 0.026 0.274
H 0.055 3.098 1.140 0.048 0.009 -0.005 0.213
H -3.460 -0.260 0.559 0.023 0.074 -0.066 0.217
N 0.000 -1.146 -0.928 0.143 -0.721 -0.472 -0.184
N 1.113 -0.477 -0.607 0.622 0.609 0.524 -0.343
C 2.137 -1.219 -1.013 -0.490 -0.239 -0.008 0.200
C 3.518 -0.731 -0.751 -0.081 0.054 -0.018 -0.646
H 3.483 0.026 0.029 0.039 0.021 0.034 0.231
H 4.157 -1.553 -0.436 0.095 -0.008 0.004 0.230
H 3.944 -0.280 -1.646 0.102 -0.006 -0.024 0.221
H -3.301 -1.465 -1.030 -0.043 0.107 0.030 0.222
C -2.920 -3.867 -2.177 0.002 0.025 0.015 -0.647
H -3.489 -4.231 -1.323 -0.088 -0.036 0.034 0.222
H -2.445 -4.707 -2.675 0.005 -0.030 -0.026 0.233
H -3.614 -3.385 -2.865 -0.100 -0.003 -0.045 0.221
H 4.228 -2.353 -2.686 0.045 0.116 0.011 0.206
H 5.476 -4.222 -3.584 0.084 -0.049 -0.049 0.216
H 5.889 -5.952 -5.103 0.001 -0.018 0.048 0.172
H 6.138 -7.639 -4.590 0.027 0.087 0.008 0.198
H 6.545 -6.307 -3.480 -0.034 0.002 -0.038 0.172